## one
{
  "formula": "C3H6N4O",
  "method": "ωB97M-V/def2-TZVPD",
  "smiles": "[H]/N=C(N)/C(=N\\[H])NC=O",
  "lumo_ev": 0.152,
  "multiplicity": 1,
  "e_homo_ev": -9.77,
  "species": ["H", "N", "C", "N", "C", "N", "H", "N", "C", "O", "H", "H", "H", "H"],
  "positions_angstrom": [[-2.65, 1.41, 0.00], [-2.25, 0.40, -0.03], [-1.04, 0.49, 0.03], [-0.29, 1.68, 0.03], [-0.52, -0.80, 0.00], [-1.04, -1.93, -0.12], [-2.12, -1.61, -0.16], [0.92, -1.06, -0.14], [2.24, -0.48, 0.08], [2.58, 0.74, -0.19], [-0.57, 2.58, -0.17], [0.71, 1.69, -0.13], [1.04, -1.95, 0.24], [3.00, -1.15, 0.56]]
}


## two
{
  "formula": "C3H6N4O",
  "method": "ωB97M-V/def2-TZVPD",
  "lumo_ev": [0.144, 0.145],
  "multiplicity": 1,
  "e_homo_ev": [-7.73, -7.73],
  "species": ["C", "C", "C", "N", "N", "N", "N", "O", "H", "H", "H", "H", "H", "H"],
  "positions_angstrom": [[-1.72, 0.00, 0.66], [1.97, -0.34, 0.36], [-0.20, -0.12, -0.87], [1.21, -1.59, 0.20], [0.13, -1.31, -0.36], [-2.79, 0.23, 0.07], [0.60, 1.05, -0.64], [1.17, 0.86, 0.64], [-1.43, -0.27, 1.64], [2.80, -0.37, 1.21], [2.47, -0.09, -0.52], [-0.50, -0.25, -1.96], [-3.79, 0.30, 0.36], [0.07, 1.89, -0.79]]
}


## three
{
  "formula": "C3H6N4O",
  "method": "ωB97M-V/def2-TZVPD",
  "smiles": "CNn1[nH]ncc1=O",
  "lumo_ev": 0.449,
  "multiplicity": 1,
  "e_homo_ev": -9.01,
  "species": ["C", "N", "N", "N", "N", "C", "C", "O", "H", "H", "H", "H", "H", "H"],
  "positions_angstrom": [[-1.12, 1.52, 0.25], [-0.64, 0.89, -0.90], [0.11, -0.18, -0.59], [1.40, -0.40, -1.06], [2.14, -1.31, -0.10], [1.25, -1.74, 0.65], [-0.12, -1.25, 0.31], [-1.31, -1.44, 0.61], [-1.30, 0.74, 1.13], [-2.05, 2.24, 0.01], [-0.40, 2.33, 0.76], [-1.34, 0.57, -1.69], [1.86, 0.44, -0.89], [1.52, -2.42, 1.50]]
}


## four
{
  "formula": "C3H6N4O",
  "method": "ωB97M-V/def2-TZVPD",
  "smiles": "Nn1[nH]cc/c1=N\\O",
  "lumo_ev": 0.867,
  "multiplicity": 1,
  "e_homo_ev": -7.59,
  "species": ["N", "N", "N", "C", "C", "C", "N", "O", "H", "H", "H", "H", "H", "H"],
  "positions_angstrom": [[-1.08, -1.92, 0.20], [-0.19, -0.72, 0.50], [-0.40, -0.11, 1.74], [0.02, 1.22, 1.48], [0.30, 1.46, 0.19], [0.08, 0.22, -0.49], [0.37, -0.38, -1.63], [0.22, 0.70, -2.60], [-0.23, -2.67, 0.05], [-1.41, -1.62, -0.75], [0.17, -0.58, 2.51], [0.42, 1.78, 2.44], [0.97, 2.29, -0.19], [0.76, 0.33, -3.45]]
}


Least stable: two


## one
{
  "formula": "C3H6N4O",
  "method": "ωB97M-V/def2-TZVPD",
  "smiles": "[H]/N=C/N=C(/N)C(N)=O",
  "lumo_ev": 0.205,
  "multiplicity": 1,
  "e_homo_ev": -9.42,
  "species": ["H", "N", "C", "N", "C", "N", "C", "N", "O", "H", "H", "H", "H", "H"],
  "positions_angstrom": [[2.42, 2.00, -0.10], [1.62, 1.41, -0.33], [1.10, 0.92, 0.73], [-0.32, 1.11, 1.02], [-0.94, 0.14, 0.49], [-2.26, -0.16, 0.50], [0.04, -1.03, -0.29], [0.42, -0.73, -1.56], [-0.01, -2.15, 0.19], [1.64, 0.46, 1.58], [-2.48, -1.15, 0.44], [-2.82, 0.41, 1.13], [0.87, -1.46, -2.09], [0.72, 0.23, -1.71]]
}


## two
{
  "formula": "C3H6N4O",
  "method": "ωB97M-V/def2-TZVPD",
  "smiles": "C/N=C1\\NN=CON1",
  "lumo_ev": 0.902,
  "multiplicity": 1,
  "e_homo_ev": -8.66,
  "species": ["C", "N", "C", "N", "N", "C", "O", "N", "H", "H", "H", "H", "H", "H"],
  "positions_angstrom": [[-1.07, 2.43, -0.59], [-1.60, 0.99, -0.47], [-0.64, 0.22, -0.21], [0.72, 0.51, -0.08], [1.69, -0.22, 0.37], [1.53, -1.46, 0.44], [0.26, -1.97, 0.21], [-0.82, -1.01, 0.34], [-0.75, 2.79, 0.57], [-1.71, 3.24, -0.78], [-0.04, 2.78, -1.10], [0.86, 1.49, -0.39], [2.47, -2.02, 0.88], [-1.69, -1.55, 0.27]]
}


## three
{
  "formula": "C3H6N4O",
  "method": "ωB97M-V/def2-TZVPD",
  "lumo_ev": [0.333, 0.520],
  "multiplicity": 1,
  "e_homo_ev": [-7.73, -6.84],
  "species": ["C", "C", "C", "N", "N", "N", "N", "O", "H", "H", "H", "H", "H", "H"],
  "positions_angstrom": [[-1.85, 0.79, -0.51], [0.71, -0.73, -0.50], [-0.70, 1.03, 0.44], [1.24, -1.69, -1.19], [2.14, -0.36, 1.28], [0.43, 0.17, 0.30], [-0.73, 1.94, 1.32], [2.08, -1.04, 2.22], [2.14, -2.10, -0.97], [0.76, -2.10, -1.98], [0.15, 1.93, 1.85], [-2.63, 1.51, -0.31], [-1.51, 0.89, -1.54], [-2.23, -0.22, -0.38]]
}


## four
{
  "formula": "C3H6N4O",
  "method": "ωB97M-V/def2-TZVPD",
  "smiles": "C=NN/C=N\\C=N/O",
  "lumo_ev": 0.417,
  "multiplicity": 1,
  "e_homo_ev": -9.07,
  "species": ["C", "N", "N", "C", "N", "C", "N", "O", "H", "H", "H", "H", "H", "H"],
  "positions_angstrom": [[-0.89, 1.64, -0.02], [-1.99, 0.99, 0.13], [-1.96, -0.44, -0.11], [-0.92, -1.31, -0.37], [0.39, -1.49, -0.29], [1.12, -0.76, 0.72], [2.11, 0.14, 0.60], [2.53, 0.53, -0.80], [0.01, 1.06, -0.49], [-0.80, 2.64, 0.45], [-2.97, -0.71, -0.15], [-1.20, -2.21, -0.85], [1.31, -1.40, 1.84], [3.26, 1.33, -0.66]]
}


Least stable: four


## one
{
  "formula": "C3H6N4O",
  "method": "ωB97M-V/def2-TZVPD",
  "smiles": "[H]/N=C(N)\\N=C/NC=O",
  "lumo_ev": -0.008,
  "multiplicity": 1,
  "e_homo_ev": -9.39,
  "species": ["H", "N", "C", "N", "N", "C", "N", "C", "O", "H", "H", "H", "H", "H"],
  "positions_angstrom": [[-0.30, 1.22, -0.82], [-1.20, 1.15, -0.47], [-1.53, -0.01, 0.04], [-2.84, -0.30, 0.26], [-0.62, -1.12, 0.00], [0.65, -0.92, -0.11], [1.27, 0.24, 0.40], [2.64, 0.31, 0.29], [3.38, -0.35, -0.39], [-3.18, -1.15, -0.07], [-3.28, 0.45, -0.33], [1.47, -1.53, -0.54], [0.61, 0.89, 0.78], [2.94, 1.11, 0.95]]
}


## two
{
  "formula": "C3H6N4O",
  "method": "ωB97M-V/def2-TZVPD",
  "smiles": "[H]/N=C/NC(=O)/C(N)=N\\[H]",
  "lumo_ev": -0.169,
  "multiplicity": 1,
  "e_homo_ev": -9.40,
  "species": ["H", "N", "C", "N", "C", "O", "C", "N", "N", "H", "H", "H", "H", "H"],
  "positions_angstrom": [[-2.90, 1.02, -0.78], [-2.04, 0.59, -0.71], [-1.94, -0.27, 0.22], [-0.75, -0.87, 0.51], [0.41, -0.84, -0.31], [0.93, -1.89, -0.64], [1.15, 0.52, -0.08], [2.44, 0.24, 0.16], [0.70, 1.72, -0.04], [-0.34, 1.67, -0.21], [-2.82, -0.68, 0.86], [-0.65, -1.41, 1.36], [3.11, 0.92, -0.20], [2.70, -0.71, -0.14]]
}


Least stable: one


## one
{
  "formula": "C3H6N4O",
  "method": "ωB97M-V/def2-TZVPD",
  "smiles": "Cc1n[nH]o/c1=N/N",
  "lumo_ev": 0.865,
  "multiplicity": 1,
  "e_homo_ev": -8.36,
  "species": ["C", "C", "N", "N", "O", "C", "N", "N", "H", "H", "H", "H", "H", "H"],
  "positions_angstrom": [[0.80, 1.94, 0.06], [-0.29, 0.93, -0.17], [-1.53, 0.88, -0.01], [-2.02, -0.28, 0.13], [-1.10, -1.29, 0.12], [0.07, -0.56, -0.21], [1.10, -1.23, -0.08], [2.25, -0.46, 0.06], [0.62, 3.11, -0.20], [1.95, 1.76, -0.47], [1.04, 1.66, 1.20], [-2.76, -0.56, -0.43], [2.84, -0.92, 0.95], [2.97, -0.89, -0.74]]
}


## two
{
  "formula": "C3H6N4O",
  "method": "ωB97M-V/def2-TZVPD",
  "lumo_ev": 0.606,
  "multiplicity": 1,
  "e_homo_ev": -9.55,
  "species": ["C", "C", "C", "H", "H", "H", "H", "H", "H", "N", "N", "N", "N", "O"],
  "positions_angstrom": [[1.88, -0.29, -0.32], [-1.00, 0.25, 1.31], [-0.45, 0.17, -0.83], [1.91, -1.16, 0.62], [2.91, 0.56, -0.44], [1.92, -0.80, -1.54], [-2.60, 0.30, 2.52], [-2.39, -0.33, -0.22], [0.45, -0.19, -2.57], [0.69, 0.54, -0.18], [-1.63, 0.51, 2.40], [-1.50, -0.16, 0.09], [-0.48, 0.07, -2.11], [0.30, 0.52, 1.26]]
}


## three
{
  "formula": "C3H6N4O",
  "method": "ωB97M-V/def2-TZVPD",
  "smiles": "[H]/N=C1\\NC/C(=N\\N)O1",
  "lumo_ev": 0.451,
  "multiplicity": 1,
  "e_homo_ev": -9.17,
  "species": ["H", "N", "C", "N", "C", "C", "N", "N", "O", "H", "H", "H", "H", "H"],
  "positions_angstrom": [[-2.06, 1.43, -2.17], [-2.32, 1.27, -1.11], [-1.18, 0.71, -0.76], [-0.19, 0.24, -1.52], [0.63, -0.56, -0.73], [0.16, -0.28, 0.71], [1.02, -0.27, 1.74], [2.22, -1.02, 1.23], [-0.97, 0.28, 0.67], [-0.65, -0.26, -2.25], [0.62, -1.58, -0.91], [1.75, -0.42, -0.96], [2.38, -1.82, 2.12], [3.02, -0.29, 1.11]]
}


## four
{
  "formula": "C3H6N4O",
  "method": "ωB97M-V/def2-TZVPD",
  "smiles": "[H]/N=c1/[nH]c(N)c(N)o1",
  "lumo_ev": 0.559,
  "multiplicity": 1,
  "e_homo_ev": -7.31,
  "species": ["H", "N", "C", "N", "C", "N", "C", "N", "O", "H", "H", "H", "H", "H"],
  "positions_angstrom": [[3.36, 0.84, -0.10], [3.05, -0.12, -0.07], [1.79, -0.09, -0.03], [0.88, -1.13, 0.06], [-0.44, -0.59, 0.03], [-1.57, -1.41, -0.06], [-0.25, 0.74, 0.01], [-1.21, 1.72, -0.11], [1.03, 1.11, -0.01], [1.04, -2.10, -0.06], [-2.21, -1.31, -0.82], [-2.10, -1.46, 0.78], [-2.20, 1.36, -0.20], [-1.19, 2.44, 0.59]]
}


Least stable: one


## one
{
  "formula": "C3H6N4O",
  "method": "ωB97M-V/def2-TZVPD",
  "smiles": "Nc1nc(N)c(N)o1",
  "lumo_ev": 0.745,
  "multiplicity": 1,
  "e_homo_ev": -7.84,
  "species": ["N", "C", "N", "C", "N", "C", "N", "O", "H", "H", "H", "H", "H", "H"],
  "positions_angstrom": [[2.78, -0.18, 0.06], [1.46, -0.17, 0.08], [0.66, -1.22, 0.03], [-0.68, -0.76, -0.10], [-1.93, -1.49, -0.07], [-0.55, 0.51, 0.07], [-1.49, 1.57, 0.00], [0.81, 0.96, 0.08], [3.05, -1.11, -0.20], [3.21, 0.47, -0.51], [-2.77, -0.79, -0.19], [-1.94, -2.30, 0.79], [-1.45, 2.33, 0.78], [-1.17, 2.18, -0.81]]
}


## two
{
  "formula": "C3H6N4O",
  "method": "ωB97M-V/def2-TZVPD",
  "smiles": "[H]/N=c1/nc(CN)o[nH]1",
  "lumo_ev": 0.675,
  "multiplicity": 1,
  "e_homo_ev": -9.38,
  "species": ["H", "N", "C", "N", "C", "C", "N", "O", "N", "H", "H", "H", "H", "H"],
  "positions_angstrom": [[-1.70, -1.03, 3.14], [-1.59, -0.17, 2.48], [-0.65, -0.15, 1.66], [-0.62, 0.34, 0.31], [0.28, -0.29, -0.30], [0.66, 0.18, -1.72], [-0.06, 1.41, -2.22], [0.94, -1.28, 0.40], [0.43, -1.17, 1.78], [0.37, -0.62, -2.48], [1.61, 0.61, -1.86], [-1.15, 1.22, -1.79], [0.28, 2.25, -1.78], [1.20, -1.28, 2.39]]
}


Least stable: two